Record 1
The following is a DFT calculation (the ωB97M-V functional and the def2-TZVPD basis) of 2 unconnected molecules or ions with the total composition C5H12NO at a distorted geometry.

Geometry as XYZ:
```
19
Properties=species:S:1:pos:R:3:forces:R:3:mulliken_charge:R:1
C 2.9629 -1.1911 0.5513 0.87 3.22 0.33 -1.142
C 1.7596 -0.3001 1.0130 0.18 2.52 -3.14 -0.362
C 0.5674 -0.6493 0.1326 0.50 -2.83 1.15 -0.719
C -0.4173 0.1194 -0.3019 1.25 -0.80 0.33 0.211
N -1.4552 -0.5421 -0.9754 -2.83 4.01 1.36 -0.028
C -2.6936 -0.0248 -1.1438 1.93 -4.01 2.09 -0.230
H 3.9980 -0.7378 0.8384 -1.95 -0.61 -0.75 0.316
H 2.8647 -1.3514 -0.5350 0.42 -0.27 0.63 0.374
H 2.8461 -2.0095 1.1691 0.12 -2.47 0.55 0.329
H 1.9338 0.8279 0.8097 -0.01 -1.66 0.41 0.311
H 1.4796 -0.3484 2.0363 -0.05 -0.45 1.00 0.366
H 0.4399 -1.7698 -0.0411 0.44 1.22 -0.01 0.140
H -0.3223 1.1349 -0.0286 -1.05 0.99 -0.50 0.565
H -1.3187 -1.5323 -0.8729 -0.10 -0.87 -1.51 0.274
H -3.1906 0.5492 -0.3653 0.90 1.57 -0.93 0.282
H -3.3605 -0.7829 -1.4920 -0.39 -0.22 -1.00 0.324
H -2.7091 2.7910 0.1290 0.39 -0.02 -0.05 0.304
H -1.5277 3.3153 -0.6815 -0.17 -0.64 0.33 0.303
O -1.8572 2.5018 -0.2420 -0.44 1.31 -0.28 -0.621
```
Positions in Å, forces in eV/Å.

Results
* total charge: +1
* HOMO-LUMO gap: 7.967 eV
* total energy: -327.3402 Eh
* multiplicity: 1
* F_max: 5.09 eV Å⁻¹
* relative energy (zero: lowest compared OMol25 entry of this formula, charge and spin): 74.9 kcal/mol

=====

Record 2
The following is a DFT calculation (the ωB97M-V functional and the def2-TZVPD basis) of 13 unconnected molecules or ions with the total composition C25H78N12O13 at a distorted geometry.

Geometry as XYZ:
```
128
Properties=species:S:1:pos:R:3:forces:R:3:mulliken_charge:R:1
C -5.2287 -3.9853 -9.2043 -0.47 -0.52 0.79 -1.253
C -5.9898 -4.0258 -7.8514 1.26 1.42 0.24 0.437
C -5.2301 -3.2968 -6.6598 -0.02 -1.30 0.23 -0.538
O -4.0676 -4.0156 -6.2428 0.13 -0.82 -1.57 -0.355
C -3.3219 -3.4656 -5.1879 -0.65 -0.37 -0.15 -0.630
N -7.2939 -3.3625 -8.0022 0.30 -0.03 0.05 -0.723
H -4.3464 -4.6225 -9.1452 0.11 0.17 0.01 0.314
H -4.9568 -2.9766 -9.5151 -0.03 0.02 0.24 0.304
H -5.8698 -4.4046 -9.9798 -0.05 -0.02 -0.08 0.371
H -6.1274 -5.0461 -7.4934 0.32 -0.29 -0.17 0.222
H -5.9243 -3.4309 -5.8302 -0.38 0.65 0.31 0.230
H -4.9441 -2.2507 -6.7695 -0.47 0.17 -0.56 0.367
H -2.8341 -4.3036 -4.6901 -0.20 0.05 0.28 0.226
H -4.0573 -2.9671 -4.5564 0.51 0.29 0.64 0.320
H -2.5097 -2.8144 -5.5109 -0.19 0.45 -0.20 0.204
H -7.8598 -3.9230 -8.6233 -0.08 0.02 -0.30 0.253
H -7.7873 -3.3975 -7.1217 -0.08 0.13 0.26 0.250
C -0.7364 -1.0438 1.5471 -1.17 0.63 0.38 -1.212
C -0.2713 0.0755 0.6103 2.94 -2.23 0.07 0.321
C 1.3295 0.0262 0.6255 -0.60 1.01 0.89 -0.710
O 1.7793 0.4106 1.9314 0.09 0.89 0.29 -0.228
C 3.1791 0.7274 2.0840 -0.35 -2.29 -0.73 -0.908
N -0.7003 -0.3792 -0.7350 0.06 1.19 0.42 -0.601
H -0.3722 -1.0827 2.5738 0.42 0.44 -0.17 0.275
H -0.5763 -2.0281 1.1071 0.06 0.09 -0.15 0.297
H -1.8094 -0.8711 1.6307 -0.27 -0.50 0.09 0.247
H -0.6104 1.0679 0.9074 -0.15 -0.11 -0.26 0.421
H 1.7766 0.6621 -0.1386 -0.13 0.41 -0.14 0.455
H 1.7036 -0.9741 0.4075 -0.27 -0.42 -0.03 0.301
H 3.5235 1.7384 1.8662 -0.50 0.11 0.09 0.304
H 3.6862 0.0119 1.4368 0.48 0.33 -0.56 0.354
H 3.5134 0.3313 3.0429 -0.33 0.74 0.44 0.267
H -0.1210 -1.1862 -0.9177 -0.15 -0.56 -0.15 0.232
H -0.3165 0.2992 -1.3774 -0.22 0.34 -0.53 0.185
C -0.3477 -0.5746 8.1113 0.79 -0.74 -0.24 -1.090
C 0.1328 -0.7387 6.6683 -1.00 -1.03 1.04 -0.150
O -0.2783 0.3978 6.0023 0.26 1.13 -1.13 -0.505
H -0.2598 -1.5588 8.5713 0.08 0.10 0.43 0.360
H -1.3937 -0.2767 8.1838 0.08 0.07 -0.33 0.257
H 0.2758 0.1515 8.6330 -0.09 -0.05 0.11 0.277
H -0.3514 -1.6120 6.2314 -0.35 -0.31 -0.03 0.242
H 1.1900 -0.9764 6.5497 0.38 0.47 0.41 0.336
H 0.1006 0.3359 5.1224 -0.12 0.39 -0.33 0.272
C -0.5214 5.9929 -0.0455 -0.73 -0.70 2.25 -0.964
C 0.8859 5.3865 -0.0220 -2.11 0.71 -0.72 -0.058
O 1.2430 5.2613 -1.3527 1.92 0.06 -1.55 -0.513
H -0.6464 6.2475 1.0070 -0.62 0.44 0.25 0.318
H -1.3291 5.2828 -0.2233 0.15 -0.22 -0.39 0.276
H -0.7303 6.8923 -0.6247 0.76 -0.15 -0.20 0.282
H 0.9438 4.4015 0.4411 -0.20 0.18 0.60 0.096
H 1.4460 6.1388 0.5333 0.92 -0.35 -0.42 0.279
H 0.9300 4.4326 -1.7228 -0.10 -0.04 0.10 0.288
C -5.1372 -3.6557 -0.3222 -0.21 0.10 0.36 -0.878
C -6.6419 -3.6793 -0.5431 0.44 0.14 -0.16 -0.253
O -7.2362 -4.7548 0.1759 -0.13 0.14 -0.45 -0.523
H -4.9772 -3.6443 0.7559 0.35 0.24 -0.03 0.262
H -4.6682 -2.8102 -0.8254 -0.01 0.19 0.21 0.245
H -4.6437 -4.5450 -0.7140 -0.19 -0.19 -0.07 0.336
H -6.7990 -3.6998 -1.6215 -0.46 -0.43 -0.19 0.215
H -7.1459 -2.7725 -0.2088 0.24 0.02 0.25 0.290
H -7.0004 -5.5620 -0.2872 -0.02 -0.18 0.08 0.303
C 2.7760 -4.7406 -4.3632 -0.62 -0.51 -1.04 -1.098
C 1.7746 -4.7456 -3.1784 2.42 -1.65 -1.56 -0.185
O 1.7175 -3.4822 -2.7147 -1.45 2.86 1.36 -0.422
H 3.7390 -4.2414 -4.2562 -0.04 0.01 0.84 0.352
H 2.3041 -4.1934 -5.1793 -0.15 0.14 -0.06 0.273
H 2.9907 -5.7181 -4.7953 -0.07 -0.27 0.25 0.333
H 2.1257 -5.4239 -2.4008 -0.15 -0.41 0.10 0.240
H 0.8083 -5.0766 -3.5589 -0.10 0.16 0.25 0.230
H 2.5760 -3.1072 -2.5049 0.17 -0.23 -0.12 0.277
C 8.2058 4.3532 1.8765 0.64 0.12 0.27 -0.815
C 7.2534 5.4876 2.0283 0.01 1.91 -0.13 -0.283
O 7.4044 6.2445 3.2673 -0.41 -1.23 -0.85 -0.498
H 9.2165 4.7610 1.8936 0.12 -0.17 0.18 0.258
H 8.0925 3.8639 0.9091 -0.23 -0.22 0.14 0.266
H 8.0828 3.6653 2.7130 0.11 -0.33 -0.22 0.281
H 6.2295 5.1808 1.8145 -0.29 -0.04 0.48 0.222
H 7.4714 6.2682 1.2994 0.01 -0.15 -0.32 0.270
H 7.1122 5.6418 3.9550 -0.01 0.09 0.49 0.297
C -5.7961 -1.2017 7.3393 0.78 0.82 -0.71 -0.935
C -5.2259 -1.4060 5.8710 -1.67 -0.16 1.12 -0.172
O -6.2868 -1.3323 4.9107 0.41 0.28 -0.21 -0.546
H -6.1110 -2.1148 7.8444 0.50 -0.01 0.03 0.299
H -6.6191 -0.5006 7.4783 -0.54 -0.15 -1.11 0.315
H -5.0735 -0.5813 7.8696 0.64 -0.86 0.58 0.252
H -4.7468 -2.3807 5.7793 0.16 -0.04 0.24 0.257
H -4.4710 -0.6571 5.6313 -0.29 0.15 -0.04 0.232
H -6.6910 -2.1975 4.8120 0.03 -0.02 0.08 0.297
C -5.4069 1.8675 -0.8110 -2.88 3.45 -0.82 0.681
O -6.3417 2.6472 -1.0825 0.92 -1.11 -0.12 -0.710
N -5.2027 1.3859 0.3769 -0.12 -1.46 3.69 -0.320
N -4.4043 1.5563 -1.5883 2.43 -0.93 -3.37 -0.300
H -4.4596 0.7083 0.4706 -0.46 0.22 0.84 0.134
H -5.7852 1.7162 1.1330 0.27 -0.45 -0.06 0.191
H -4.4445 1.7183 -2.5844 -0.07 0.02 0.33 0.192
H -3.7047 0.9122 -1.2480 0.02 0.18 -0.46 0.126
C 5.2030 0.8464 -2.6480 -2.31 -3.06 -0.19 0.624
O 4.8028 -0.3804 -2.5281 1.64 4.33 0.03 -0.647
N 4.4105 1.8354 -3.1530 -0.27 0.19 -0.35 -0.320
N 6.4126 1.3421 -2.2769 0.58 -1.04 0.47 -0.420
H 4.8191 2.7430 -3.3248 -0.36 -0.16 0.23 0.154
H 3.4147 1.7396 -3.2917 0.36 -0.33 -0.10 0.171
H 7.0063 0.6573 -1.8313 0.25 0.29 -0.32 0.237
H 6.8154 2.1345 -2.7566 -0.03 -0.27 0.28 0.207
C 3.6948 4.7368 6.3945 0.92 -0.50 0.35 0.690
O 4.8927 4.7547 6.4270 2.26 -0.11 0.86 -0.643
N 3.0203 5.0478 5.3502 -2.34 1.60 -5.06 -0.348
N 2.8447 4.3615 7.3210 -1.06 -1.36 4.63 -0.399
H 2.0128 5.0191 5.4156 0.40 0.17 -0.80 0.146
H 3.5158 5.1531 4.4765 -0.43 0.15 0.14 0.189
H 1.8450 4.2805 7.2021 0.49 0.05 0.00 0.160
H 3.2152 4.1775 8.2424 -0.21 -0.02 -0.17 0.211
C 8.2118 -1.5720 2.9283 0.36 3.83 1.94 0.707
O 8.6465 -0.5375 2.4969 0.35 2.15 -0.92 -0.658
N 8.4166 -2.6956 2.4006 1.00 -6.15 -3.52 -0.369
N 7.5866 -1.6938 4.0923 -1.44 0.15 2.14 -0.419
H 8.8774 -2.7372 1.5027 -0.13 -0.20 0.32 0.221
H 8.1613 -3.5309 2.9076 0.33 -0.02 -0.69 0.149
H 7.4675 -0.8729 4.6686 -0.22 -0.49 -0.05 0.216
H 7.2011 -2.6092 4.2756 -0.27 0.76 0.77 0.154
C -0.4513 2.3002 -5.2665 0.57 -0.35 0.86 0.612
O 0.0246 2.3662 -4.1628 0.62 1.24 2.16 -0.586
N -0.5222 1.1346 -5.8442 0.09 -4.99 -1.34 -0.383
N -0.9141 3.2374 -6.0471 -1.08 2.92 -1.48 -0.382
H -0.8521 0.8874 -6.7662 0.02 0.40 0.28 0.159
H -0.2133 0.3634 -5.2697 0.00 0.11 -0.25 0.181
H -1.2849 2.8978 -6.9229 -0.15 0.92 0.20 0.167
H -1.0596 4.1786 -5.7107 0.02 -0.27 -0.29 0.229
```
Positions in Å, forces in eV/Å.

Results
* HOMO-LUMO gap: 9.545 eV
* total energy: -2634.4149 Eh
* multiplicity: 1
* F_max: 7.16 eV Å⁻¹
* relative energy (zero: lowest compared OMol25 entry of this formula, charge and spin): 133.7 kcal/mol

=====

Record 3
The following is a DFT calculation (the ωB97M-V functional and the def2-TZVPD basis) of C4H4N2O in the gas phase at a distorted geometry.

Geometry as XYZ:
```
11
Properties=species:S:1:pos:R:3:forces:R:3:mulliken_charge:R:1
C -0.8442 1.1838 0.0221 0.21 0.27 0.21 -0.799
C -1.4054 -0.0292 0.0775 1.27 -0.74 0.03 0.386
C -0.3564 -1.0379 0.0858 -0.23 1.14 -0.03 0.413
C 0.7735 -0.3511 -0.0087 4.21 -2.27 0.42 -0.188
N 0.5484 1.0097 0.0569 0.11 0.11 -0.31 -0.021
N -1.7140 -1.3999 -0.1199 -1.23 -1.02 -0.21 -0.454
O 2.2768 -0.9854 -0.0442 -4.27 2.12 -0.28 -0.509
H -1.2729 2.1642 0.0482 -0.09 0.25 -0.15 0.413
H 1.2391 1.7215 0.2365 -0.09 -0.13 0.04 0.210
H -1.9555 -1.6688 -1.0813 0.16 0.23 0.11 0.251
H 2.7106 -0.6068 0.7272 -0.06 0.04 0.17 0.298
```
Positions in Å, forces in eV/Å.

Results
* SMILES: Oc1[nH]cc2c1N2
* HOMO-LUMO gap: 8.900 eV
* total energy: -339.3534 Eh
* multiplicity: 1
* F_max: 4.80 eV Å⁻¹
* relative energy (zero: lowest compared OMol25 entry of this formula, charge and spin): 143.3 kcal/mol

=====

The evaluated LUMO level for the records listed, in turn: -6.05; 0.09; 0.71 eV.